A 7-piece molecular cluster, C14H32Br10O2 overall, computed with wB97M-V/def2-TZVPD.

Each line ends with the Löwdin charge.
Element x y z (Å)
1 C 0.7867 4.3614 2.6175  -0.078
2 H -3.1502 3.2152 -3.8711  0.045
3 H 3.1307 3.9277 -1.9931  0.056
4 H -0.6282 -3.9193 3.0284  -0.022
5 Br -1.3585 3.8406 -2.3435  0.658
6 Br -2.0080 0.6701 -0.1705  0.623
7 C -2.1583 -4.5378 0.9692  -0.776
8 H 1.1057 3.5290 3.2293  0.059
9 C -0.4283 0.7842 2.2769  -0.554
10 H -0.0130 1.7457 2.0651  0.001
11 H 1.7045 -0.9164 -5.3763  0.068
12 C 3.2903 2.1586 -0.7119  -0.652
13 Br 1.0053 -0.2353 3.3502  0.522
14 C -0.6417 -0.0843 1.0326  -0.744
15 C -0.9091 -3.7248 4.0250  -0.625
16 H 0.2836 -2.6107 -3.3321  0.099
17 C 0.3236 -1.6784 -3.9095  -0.350
18 H 0.2711 -0.1649 0.4770  -0.020
19 H -2.3163 -6.1690 -0.4721  0.071
20 C -2.9058 -5.3697 0.0071  -0.690
21 H -0.6343 -1.4943 -4.4419  0.060
22 H -0.1615 4.8033 2.9452  0.072
23 H -0.0127 -3.3197 4.5399  0.068
24 C 3.4881 3.5795 -1.0264  -0.721
25 H 3.5758 5.6414 1.5273  0.085
26 Br 5.4115 4.0322 -0.9140  0.594
27 H -1.8201 -4.7748 5.7267  0.046
28 H 1.3343 -2.6809 -5.5810  0.103
29 H -1.2744 0.7732 2.9697  0.046
30 Br -4.4399 -6.1907 0.9453  0.607
31 H -2.4524 -5.2578 4.2426  0.034
32 H -1.0764 -1.0402 1.2901  -0.047
33 H 2.1762 5.7377 3.6118  0.087
34 C 1.5084 -1.8332 -4.8504  -0.081
35 H 0.6392 4.0688 1.5017  0.088
36 O 3.0202 4.9449 1.9230  -0.129
37 Br -2.2542 -2.2685 3.9041  0.634
38 C -1.5273 -4.9443 4.7013  -0.754
39 H 3.1265 4.2802 -0.2322  0.027
40 H 1.5098 6.4335 2.1477  0.122
41 Br 1.3781 1.8855 -0.9423  0.739
42 H -2.9685 1.8608 -2.7042  0.029
43 Br -0.7160 -3.6138 0.1063  0.725
44 H -2.8506 -3.6862 1.2973  0.058
45 H 2.3665 -2.1067 -4.2963  0.053
46 H 3.4248 1.9788 0.3652  0.073
47 H -3.3141 -4.7579 -0.7775  0.049
48 Br -0.4521 -6.5162 4.7598  0.658
49 H -0.8361 1.3102 -3.4772  0.017
50 H 3.8740 1.5450 -1.3728  0.057
51 C -1.5018 1.8833 -4.1399  -0.737
52 C 1.8771 5.4810 2.6220  -0.286
53 C -2.4816 2.6311 -3.2902  -0.722
54 O 0.4358 -0.7132 -2.8922  -0.153
55 H -0.9447 2.5815 -4.8144  0.064
56 Br -2.3302 0.5699 -5.3376  0.632
57 H -1.8968 -5.0685 1.9011  0.039
58 H 1.4152 -0.5766 -2.8361  0.076

Computed properties:
F_max = 0.0575 hartree/bohr
energy relative to the best compared isomer or geometry (same formula, charge and spin) = 62.74 kJ/mol
SMILES string = BrCCBr.BrCCBr.BrCCBr.BrCCBr.BrCCBr.CCO.CCO
Kohn-Sham gap = 10.18 eV
total energy = -26443.20772 a.u.



A 5-piece molecular cluster, C14H32Br2N4O4 overall, computed with wB97M-V/def2-TZVPD.

Each line ends with the Löwdin charge.
Element x y z (Å)
1 H -4.9293 0.3380 3.9028  0.089
2 H -0.8865 1.6600 -3.9521  0.093
3 H -2.8886 -0.5812 1.6791  0.073
4 C -3.2910 -3.3471 -1.6716  -0.674
5 H -0.1069 0.1640 -3.2553  0.054
6 C 2.3146 1.4257 0.3817  -0.060
7 H -4.1170 -3.4244 2.8049  0.132
8 C 1.4843 0.1360 -1.4878  -0.296
9 H -1.3557 -2.3268 -2.0554  0.037
10 C -4.1252 -0.3576 4.1750  -0.060
11 C 7.2785 2.3753 1.8734  -0.061
12 C 5.4188 3.2196 0.4924  -0.058
13 H -3.6052 -4.2111 -1.0924  0.053
14 N 6.4584 2.2417 0.6844  -0.201
15 H -1.7190 0.8028 -0.7766  0.101
16 H 4.7189 3.2389 1.3334  0.090
17 N 1.2730 0.6205 -0.2372  -0.171
18 H -3.7039 -0.6204 -3.3569  0.048
19 H 5.9028 4.1980 0.4133  0.095
20 N -4.0398 -1.4439 3.2340  -0.187
21 H 4.8346 3.0598 -0.4055  0.072
22 H -4.3273 -0.6605 5.1952  0.082
23 C -1.7776 -3.1927 -1.5525  -0.676
24 H -3.7989 -2.4721 -1.2721  0.024
25 O 0.6771 -0.5541 -2.0851  -0.046
26 H -3.8929 -1.8953 1.1780  0.049
27 Br -1.2284 -3.2384 0.3163  0.686
28 O -4.2759 -3.0352 4.8225  0.003
29 N -2.1386 0.5927 -2.7703  -0.149
30 H 2.8723 0.9105 1.1722  0.097
31 H -1.3419 -4.0604 -2.0461  0.049
32 H 7.6432 3.3918 2.0310  0.087
33 H 6.6572 2.2231 2.7645  0.089
34 H -0.3658 1.6478 -2.2899  0.087
35 C -4.1394 -2.7231 3.6531  -0.336
36 H 8.0735 1.6375 1.8790  0.082
37 H 3.0468 1.7017 -0.3710  0.061
38 H 7.4854 0.5876 0.1597  0.134
39 H 0.5160 0.0044 1.5670  0.098
40 C 0.1230 0.3250 0.5956  -0.065
41 O -3.4427 -0.1991 -1.0663  -0.004
42 C 6.6112 1.1853 -0.1637  -0.326
43 H 2.4750 0.4014 -1.8792  0.151
44 O 5.8826 0.9767 -1.1182  0.003
45 C -2.8720 -0.0762 -3.8052  -0.082
46 H 1.8558 2.3015 0.8486  0.094
47 H -4.6801 -0.4434 1.4687  0.093
48 H -0.3807 1.2712 0.8055  0.096
49 H -3.2531 0.3052 4.1862  0.087
50 H -0.4943 -0.4852 0.2344  0.022
51 Br -3.7707 -3.5221 -3.5634  0.665
52 C -0.7628 1.0141 -3.0800  -0.057
53 H -3.2347 0.5111 -4.6476  0.091
54 C -3.8579 -1.0438 1.8637  -0.095
55 H -2.3455 -0.9353 -4.2414  0.068
56 C -2.4538 0.3804 -1.4727  -0.331

Computed properties:
F_max = 0.0538 hartree/bohr
energy relative to the best compared isomer or geometry (same formula, charge and spin) = 95.30 kJ/mol
SMILES string = CN(C)C=O.CN(C)C=O.CN(C)C=O.CN(C)C=O.BrCCBr
Kohn-Sham gap = 9.21 eV
total energy = -6220.61202 a.u.



C14H32F9N10O12SY as an isolated structure, computed with wB97M-V/def2-TZVPD.

Each line ends with the Löwdin charge.
Element x y z (Å)
1 C -0.6972 5.7442 6.5699  -0.230
2 C 5.9670 1.0635 0.5576  -0.766
3 H 0.7495 -7.7083 -5.5605  0.073
4 O -6.1483 2.7506 -1.2167  -0.312
5 H 1.7812 7.5956 -0.8582  0.120
6 H -0.0555 -1.9692 -5.8267  0.138
7 H 1.7766 -7.1381 -6.8554  0.076
8 F -5.1781 4.4278 1.3437  0.106
9 H -2.5472 -4.9374 5.8989  0.115
10 H 6.8373 -0.2993 1.7535  0.115
11 N -0.3594 -1.1902 -6.3933  0.164
12 C -5.1172 4.9787 0.1193  -0.682
13 N 1.4636 6.3933 0.7875  0.146
14 H -1.1894 7.7991 6.5213  0.068
15 N -5.3893 -3.0774 -3.2462  0.154
16 N -0.8070 -4.8006 4.3909  0.142
17 O 1.2430 4.5631 -0.5721  -0.005
18 F 3.8288 -7.9095 -2.2653  0.129
19 H 7.2851 2.0671 -0.4560  0.116
20 F 1.8388 4.1643 7.9490  0.093
21 H -0.4989 3.1721 6.6849  0.158
22 H -0.1511 -4.6930 3.6304  0.110
23 H 1.1385 7.3495 0.7890  0.108
24 O 4.7685 0.8199 0.7555  -0.028
25 C -0.5942 -0.1711 -5.7144  -0.858
26 C 1.3155 -6.8457 -5.9121  -0.091
27 F -4.0890 5.8233 -0.0494  0.125
28 N 1.7461 6.6461 -1.2008  0.157
29 H -3.2560 -5.1563 -3.2033  0.134
30 O 0.2806 4.9506 5.9142  -0.079
31 H -3.6424 -3.7355 5.1126  0.130
32 H 2.9684 -7.2089 -4.6215  0.110
33 C -4.2724 -3.5579 -2.8403  -0.840
34 F -6.2083 5.5749 -0.1389  0.192
35 H -6.1354 -3.7316 -3.4345  0.120
36 C 0.3286 3.5626 6.0924  -0.361
37 C -0.8262 7.0779 5.7891  -0.057
38 O 0.0537 3.0701 4.7823  -0.025
39 N -1.4591 0.5477 -6.3625  0.165
40 H -0.3749 5.9132 7.5973  0.116
41 H 7.9185 0.7985 0.9693  0.100
42 C 2.6577 -7.3033 -1.9290  -0.543
43 H -0.6138 -1.1424 -7.3695  0.121
44 C 1.5997 3.2094 6.9710  -0.517
45 H 3.4367 -5.4640 -2.7439  0.152
46 N -2.7447 -4.1699 5.2727  0.168
47 O -3.8744 2.5734 -0.2242  -0.388
48 H -1.7275 1.3027 -5.7477  0.127
49 C 2.2829 -6.3964 -4.8623  -0.311
50 H -5.4612 -2.1052 -2.9820  0.131
51 O -1.9827 -3.1514 3.3951  -0.038
52 F 2.7878 3.1424 6.3002  0.117
53 C 2.4578 -5.8303 -2.4344  -0.288
54 H -1.6705 5.2698 6.6949  0.121
55 F 1.6110 -8.0401 -2.4309  0.108
56 H -0.5995 -5.3453 5.2157  0.101
57 O 1.6028 -5.7999 -3.7522  -0.112
58 H 2.8863 -5.6364 -5.3587  0.110
59 O -0.2129 -0.0548 -4.5740  0.021
60 O -4.1505 3.7394 -2.2451  -0.344
61 O 1.9404 -4.7721 -1.6820  -0.075
62 N 6.9828 0.5819 1.2818  0.160
63 H 0.5198 -6.1458 -6.1675  0.072
64 H -4.7196 -4.8726 -4.1927  0.125
65 H -1.4529 7.0441 4.8980  0.076
66 C -1.8820 -3.9830 4.3239  -0.732
67 S -4.8702 3.3809 -1.0162  0.512
68 H 1.3357 5.9135 1.6670  0.121
69 Y 0.0135 -0.1090 0.2026  1.498
70 C 1.3747 5.7782 -0.3617  -0.781
71 H 5.5063 2.4161 -0.7371  0.133
72 H 1.6763 6.3722 -2.1705  0.134
73 F 1.5273 2.1116 7.6585  0.175
74 H -1.9146 0.2165 -7.2009  0.117
75 F 2.4994 -7.3562 -0.6282  0.166
76 H 0.1477 7.5258 5.5913  0.073
77 N -4.1052 -4.6548 -3.4212  0.169
78 O -3.4499 -2.9052 -2.1988  0.008
79 N 6.2925 1.9365 -0.3224  0.167

Computed properties:
F_max = 0.1547 hartree/bohr
Kohn-Sham gap = 1.64 eV
total energy = -3337.87720 a.u.



C14H33AlN4O13P2 as an isolated structure, computed with wB97M-V/def2-TZVPD.

Each line ends with the Löwdin charge.
Element x y z (Å)
1 C -10.2340 14.4804 -0.5211  -0.113
2 O -11.8374 4.9982 -4.3757  -0.251
3 C -4.3408 6.3889 -4.8011  -0.191
4 H -5.3510 -0.4404 -1.5525  0.051
5 H -9.1734 -0.0745 1.9720  0.071
6 N -5.7294 6.5275 -4.4445  -0.178
7 C -7.3978 2.1221 -2.0060  -0.331
8 N -9.9592 1.3144 3.3802  -0.196
9 H -5.2171 7.5335 -2.8091  0.121
10 H -11.2645 14.6001 -0.8553  0.078
11 C -6.1103 7.2678 -3.3955  -0.296
12 O -16.0003 8.6796 -1.7440  -0.501
13 O -11.0730 3.1492 2.4536  0.030
14 O -15.9086 6.8012 -3.6694  -0.359
15 H -8.0045 12.7515 -0.9012  0.092
16 C -6.5435 7.0480 2.5917  -0.639
17 C -9.0141 0.8971 4.4829  -0.104
18 H -4.8009 3.0303 -1.2201  0.075
19 N -6.1506 1.5866 -1.7900  -0.185
20 H -6.4464 6.7465 -6.4268  0.072
21 H -7.6720 5.9022 -5.3120  0.100
22 O -13.9067 8.0379 -3.0131  -0.368
23 C -8.5484 12.7348 0.0432  -0.099
24 C -10.1120 0.4052 2.2495  -0.076
25 H -5.8129 7.0686 1.7831  0.052
26 N -9.8664 13.0914 -0.2554  -0.225
27 H -4.9079 6.0604 3.5538  0.024
28 C -5.9947 6.0106 3.6214  -0.166
29 C -5.8298 0.2164 -2.2787  -0.142
30 H -10.4543 1.0747 1.4604  0.090
31 O -14.8875 6.4229 -1.3426  -0.442
32 O -7.7828 6.9110 2.0926  -0.363
33 C -10.4505 2.6629 3.3817  -0.286
34 O -12.4513 3.2717 -2.8986  -0.395
35 H -6.5447 8.0108 3.1027  0.045
36 C -5.2761 2.1737 -0.7421  -0.078
37 Al -11.1584 6.2821 -0.8726  0.902
38 P -12.2053 3.5256 -4.4069  -0.144
39 H -7.9300 1.5747 -2.7992  0.141
40 O -13.5963 3.8984 -5.0385  -0.260
41 H -8.3670 11.7047 0.3497  0.100
42 H -10.9228 -0.3128 2.3730  0.072
43 O -10.6509 10.8655 -0.2797  -0.002
44 H -6.3001 5.1170 -5.9610  0.067
45 O -7.3406 7.5059 -3.1026  -0.030
46 H -8.1223 13.2707 0.8914  0.080
47 H -3.6738 6.6600 -3.9828  0.061
48 H -4.0276 6.9724 -5.6669  0.058
49 H -5.9323 2.5488 0.0433  0.078
50 H -6.5934 -0.2597 -2.8939  0.071
51 H -8.0800 0.6507 3.9779  0.059
52 H -3.9549 5.3885 -4.9970  0.057
53 H -5.0086 0.2922 -2.9915  0.045
54 H -10.1051 3.3010 4.2098  0.126
55 H -6.3314 6.0614 4.6568  0.027
56 O -11.2757 2.4589 -4.9882  -0.502
57 H -8.6207 1.6400 5.1768  0.068
58 H -9.9863 15.0077 0.4002  0.059
59 H -11.7955 12.5351 -0.3436  0.128
60 H -4.5766 1.5146 -0.2279  0.061
61 H -6.3912 5.0785 3.2188  0.039
62 H -9.4634 0.0238 4.9558  0.059
63 P -15.2680 7.5075 -2.4436  -0.110
64 H -9.5011 14.8785 -1.2230  0.062
65 C -10.7744 12.1321 -0.2584  -0.319
66 O -7.7817 3.0609 -1.3534  0.047
67 C -6.6316 6.0836 -5.5816  -0.017

Computed properties:
F_max = 0.1081 hartree/bohr
Kohn-Sham gap = 1.22 eV
total energy = -2674.93974 a.u.
net charge = -4



E_HOMO: -9.93 -8.93 -7.54 5.34 (eV)